69
Properties=species:S:1:pos:R:3:lowdin_charge:R:1 method="wB97M-V/def2-TZVPD" homo_energy_ev=-7.37 smiles="CCOc1cc(N2CCOCC2)c(OCC)cc1NC(=O)COC(=O)CCc1c[nH]c2ccccc12" spin_multiplicity=1 orbital_gap_ev=8.10
C -3.728 0.650 -0.734 -0.061
C -2.943 1.154 0.471 -0.227
O -1.929 2.102 0.151 -0.061
C -0.721 1.608 -0.298 -0.208
C -0.546 1.132 -1.587 0.062
C 0.689 0.686 -2.050 -0.162
N 0.833 0.088 -3.301 -0.090
C 1.792 0.639 -4.242 -0.128
C 2.160 -0.441 -5.259 -0.188
O 1.018 -0.921 -5.933 -0.130
C 0.085 -1.437 -5.015 -0.193
C -0.349 -0.381 -3.992 -0.150
C 1.798 0.779 -1.178 -0.194
O 2.999 0.328 -1.653 -0.074
C 4.157 0.477 -0.853 -0.250
C 5.341 -0.015 -1.671 -0.059
C 1.632 1.283 0.100 0.036
C 0.378 1.669 0.563 -0.141
N 0.140 2.100 1.871 0.179
C 0.986 2.107 2.919 -0.440
O 2.174 1.857 2.880 0.065
C 0.281 2.441 4.247 -0.043
O -0.458 1.309 4.705 0.021
C -1.687 1.131 4.223 -0.481
O -2.230 1.911 3.477 0.103
C -2.316 -0.148 4.717 -0.067
C -1.336 -1.331 4.641 -0.126
C -0.714 -1.439 3.286 -0.182
C 0.570 -1.112 2.956 -0.039
N 0.781 -1.308 1.621 0.113
C -0.374 -1.748 1.049 -0.205
C -0.657 -2.072 -0.272 -0.014
C -1.930 -2.518 -0.558 -0.105
C -2.899 -2.643 0.443 -0.106
C -2.625 -2.319 1.752 -0.034
C -1.347 -1.858 2.074 -0.137
H -3.127 -0.028 -1.333 0.049
H -4.604 0.110 -0.385 0.077
H -4.050 1.488 -1.347 0.080
H -2.506 0.307 1.012 0.105
H -3.605 1.699 1.149 0.119
H -1.395 1.133 -2.249 0.113
H 2.683 0.960 -3.709 0.116
H 1.356 1.501 -4.773 0.136
H 2.822 -0.040 -6.027 0.126
H 2.661 -1.270 -4.737 0.129
H -0.769 -1.777 -5.603 0.126
H 0.524 -2.293 -4.479 0.127
H -1.031 -0.840 -3.275 0.114
H -0.868 0.435 -4.522 0.134
H 4.295 1.531 -0.578 0.132
H 4.065 -0.114 0.069 0.123
H 5.448 0.582 -2.572 0.076
H 6.251 0.062 -1.083 0.077
H 5.188 -1.052 -1.959 0.078
H 2.463 1.365 0.779 0.094
H -0.839 2.338 2.028 0.127
H -0.387 3.300 4.127 0.136
H 1.034 2.635 5.012 0.138
H -2.636 0.000 5.751 0.129
H -3.198 -0.332 4.102 0.121
H -0.547 -1.194 5.381 0.118
H -1.882 -2.247 4.879 0.120
H 1.359 -0.755 3.589 0.131
H 1.625 -1.076 1.126 0.145
H 0.096 -1.975 -1.039 0.109
H -2.187 -2.785 -1.573 0.099
H -3.881 -3.002 0.175 0.100
H -3.381 -2.424 2.516 0.109

***

32
Properties=species:S:1:pos:R:3:lowdin_charge:R:1 method="wB97M-V/def2-TZVPD" charge=+1 homo_energy_ev=-12.25 spin_multiplicity=1 orbital_gap_ev=9.45
C -1.922 1.401 -0.492 0.008
C -0.672 1.284 -0.179 -0.014
C -4.159 1.048 0.373 0.006
C -3.227 1.546 -0.727 -0.120
C -3.197 0.019 -0.133 -0.021
C 1.158 -0.210 2.724 -0.053
C -0.007 -0.095 -0.102 -0.080
C 1.907 0.453 1.564 -0.171
C 2.161 -1.305 -0.167 -0.133
C 2.642 -1.071 -1.595 -0.143
N -3.288 -0.908 -1.277 -0.408
N 1.487 -0.076 0.219 -0.167
O -2.203 -1.169 -1.788 0.039
O -4.328 -1.385 -1.593 0.132
O 3.008 0.358 -1.766 -0.064
H 0.068 2.063 -0.160 0.117
H -4.082 1.343 1.358 0.093
H -5.133 1.018 -0.080 0.123
H -3.538 1.777 -1.757 0.173
H 0.079 -0.122 2.909 0.092
H 1.443 -1.264 2.585 0.087
H 1.635 0.303 3.594 0.103
H 0.032 -0.556 -1.148 0.145
H -0.601 -0.706 0.530 0.116
H 3.051 0.217 1.459 0.164
H 1.735 1.557 1.570 0.134
H 2.979 -1.483 0.528 0.137
H 1.481 -2.120 -0.259 0.137
H 3.568 -1.802 -1.812 0.177
H 2.034 -1.263 -2.488 0.132
H 2.011 0.598 -0.477 0.154
H 3.876 0.554 -1.414 0.106

***

30
Properties=species:S:1:pos:R:3:lowdin_charge:R:1 method="wB97M-V/def2-TZVPD" homo_energy_ev="-6.89 / -7.30" spin_multiplicity=1 orbital_gap_ev="6.51 / 7.86"
C -2.661 -1.242 -2.645 -0.035
C -1.724 -0.577 -3.578 -0.068
C -2.413 -1.123 -1.257 -0.016
C -0.716 0.165 -3.044 -0.087
C -1.591 -0.071 -0.828 -0.295
C -0.744 0.553 -1.714 -0.252
C -0.552 1.386 0.663 -0.179
C 0.634 -0.547 2.847 -0.098
C 2.576 0.850 2.089 -0.082
C 1.664 -1.182 0.671 -0.125
C 1.627 -0.253 1.787 -0.427
N -1.475 0.378 0.481 0.011
O 0.445 3.094 -1.266 -0.360
P 0.271 1.722 -0.841 0.660
H -3.509 -1.610 -3.179 0.087
H -1.869 -0.708 -4.664 0.106
H -3.030 -1.700 -0.552 0.111
H -0.029 0.709 -3.609 0.094
H -0.463 2.011 1.428 0.047
H 0.600 -1.614 3.168 0.095
H -0.361 -0.398 2.408 0.046
H 0.740 0.155 3.658 0.068
H 2.048 1.793 1.799 0.079
H 2.603 0.951 3.184 0.072
H 3.572 0.646 1.596 0.102
H 2.110 -2.171 0.855 0.076
H 2.264 -0.773 -0.217 0.083
H 0.645 -1.579 0.331 0.097
H -2.209 0.122 1.126 0.150
H 1.549 1.013 -0.698 0.041

***

20
Properties=species:S:1:pos:R:3:lowdin_charge:R:1 method="wB97M-V/def2-TZVPD" homo_energy_ev=-8.75 smiles="C/C=C/CCCN" spin_multiplicity=1 orbital_gap_ev=9.87
C -0.659 0.503 -3.145 -0.123
C -0.091 0.639 -1.760 -0.164
C -0.802 0.990 -0.628 -0.125
C -0.301 0.992 0.758 -0.188
C 1.074 0.102 1.064 -0.160
C 0.720 -1.335 1.535 -0.356
N -0.081 -1.312 2.706 -0.004
H -1.551 1.055 -3.249 0.046
H -0.871 -0.634 -3.380 0.117
H 0.048 0.813 -3.861 0.042
H 0.993 0.400 -1.791 0.095
H -1.755 1.323 -0.931 0.080
H 0.046 1.989 1.053 0.095
H -1.089 0.812 1.547 0.106
H 1.785 0.106 0.213 0.091
H 1.518 0.554 1.986 0.103
H 1.680 -1.803 1.755 0.104
H 0.335 -1.821 0.624 0.107
H -1.002 -1.124 2.378 0.048
H 0.003 -2.246 3.126 0.084

***

Relative energy (zero: lowest compared OMol25 entry of this formula, charge and spin) (computed, kcal/mol): 31.3, 155.1, 84.1, 34.9
DFT total energy (computed, hartree): -1664.4028, -725.9113, -899.9675, -291.1032